This record from the OMol25 dataset describes C3H3ClO in the gas phase at a distorted geometry. The level of theory is the ωB97M-V functional and the def2-TZVPD basis.

Last columns: bonded neighbours and bond lengths (Å).
Positions of all 8 atoms, in Å:
1 C 0.083 1.213 0.000  C2 1.286, H6 0.985, H7 1.147
2 C 0.537 0.010 0.044  C1 1.286, Cl3 1.789, C4 1.513
3 Cl 2.236 -0.531 -0.100  C2 1.789
4 C -0.494 -1.096 0.092  C2 1.513, O5 1.222, H8 1.078
5 O -1.607 -0.688 -0.208  C4 1.222
6 H 0.570 2.068 -0.051  C1 0.985
7 H -1.061 1.155 -0.065  C1 1.147
8 H -0.264 -2.130 0.287  C4 1.078

Summary:
ΔE to the lowest compared entry with this formula, charge and spin   0.717 eV
HOMO   -10.198 eV
HOMO-LUMO gap   10.07 eV
Net charge   0
SMILES   C=C(Cl)C=O